Record 1
Entry from the OMol25 dataset: C41H46BF5MoN10O7S3 as an isolated structure in a non-equilibrium geometry (ωB97M-V/def2-TZVPD).

XYZ file:
```
114
Properties=species:S:1:pos:R:3:forces:R:3
Mo 0.0986 -0.8025 0.4260 0.48 0.59 0.93
C 4.3706 -1.9762 -2.0374 0.51 0.34 -0.27
C 3.9147 -1.0784 -0.9195 2.48 -0.01 0.01
C 4.7995 -0.4587 0.0253 -1.80 -1.13 -1.34
C 4.2358 -0.0644 1.2698 0.86 -0.93 0.25
N 2.9402 -0.0877 1.4487 -1.51 1.47 -1.25
N 2.1460 -0.2559 0.3648 -0.06 -1.19 0.33
B -0.9019 1.2003 1.1759 0.31 -3.05 0.69
N -1.3418 1.4964 2.5444 -0.39 1.40 -0.40
N -1.8507 2.7405 2.8007 -0.18 -1.72 1.37
C -2.3167 2.8412 4.0497 0.60 2.26 -1.15
C -2.2941 1.8315 4.9983 0.16 -2.15 -0.91
C -1.7557 0.5946 4.6923 -0.68 -0.35 1.33
C -1.7954 -0.5797 5.6563 -0.16 0.29 0.82
C -1.2343 0.5006 3.4131 1.53 -1.04 -1.12
S -0.3079 -0.8896 2.7429 -0.83 -0.32 0.60
C -2.8214 4.2183 4.4511 -1.47 0.51 -0.06
C -1.6582 5.2336 4.4936 0.03 0.20 0.95
C -3.9026 4.6401 3.4274 0.89 0.22 -1.11
C -3.4987 4.1040 5.8425 1.07 0.63 0.42
N -0.9178 2.1687 0.1409 1.70 2.70 -2.27
N -0.2356 3.3967 0.2103 -2.15 -1.85 -0.78
C -0.4985 4.1844 -0.8255 1.11 0.41 0.63
C -1.3347 3.7808 -1.8910 -0.71 -1.08 0.02
C -1.7743 2.4642 -2.0300 0.21 -0.42 -1.28
C -2.4960 1.9697 -3.3006 0.55 0.10 1.35
C -1.4718 1.5939 -0.9553 -0.35 2.29 1.15
S -2.0884 0.0302 -0.4078 0.05 -0.26 -0.18
C 0.2209 5.5503 -0.7995 -0.33 0.32 -0.03
C 1.2723 5.5418 0.3328 0.43 -0.57 -0.38
C -0.8805 6.6252 -0.4998 0.77 -0.42 0.51
C 0.8790 5.8172 -2.1994 0.22 -0.23 0.79
C 2.5607 -0.9115 -0.7444 -0.03 1.13 1.67
S 1.2145 -1.5425 -1.6344 -0.54 -0.04 -0.39
C 5.0550 -0.0121 2.5738 0.26 -0.14 0.54
C 6.3612 -0.8394 2.3846 -0.11 1.59 -1.10
C 5.3384 1.4318 3.0684 0.67 0.04 -0.24
C 4.1949 -0.6894 3.6356 0.04 -1.42 0.82
H 5.4336 -1.7959 -2.3022 -0.70 -0.19 0.15
H 3.7395 -1.8310 -2.9262 0.29 0.01 0.15
H 4.2623 -3.0349 -1.7447 0.24 0.23 0.05
H 5.8711 -0.4968 -0.1721 -0.33 0.11 0.20
H -2.8358 1.9616 5.8992 0.05 0.03 0.75
H -1.9608 -0.2490 6.7150 0.40 -0.02 -0.99
H -0.8797 -1.1783 5.6088 -0.18 0.15 0.01
H -2.6494 -1.2518 5.4802 0.26 0.24 -0.42
H -1.1459 5.4280 3.5429 -0.18 -0.50 0.11
H -0.9674 4.7801 5.2349 0.13 0.77 -0.44
H -1.9817 6.2513 4.8577 0.10 -1.22 -0.16
H -3.4032 4.6870 2.4198 -0.57 0.35 0.85
H -4.3458 5.6132 3.6939 0.25 -0.40 -0.16
H -4.6929 3.9032 3.3030 -0.16 -0.08 0.32
H -2.7861 3.7096 6.5899 -0.21 0.40 -0.16
H -4.3244 3.4083 5.8159 -0.50 0.00 -0.04
H -3.8224 5.0834 6.2391 0.00 -0.47 -0.48
H -1.6978 4.4902 -2.6285 0.38 0.05 0.02
H -2.1631 2.5280 -4.1725 0.07 -0.15 0.01
H -3.5549 2.1468 -3.1630 -0.37 -0.10 -0.11
H -2.3435 0.8878 -3.4122 -0.06 0.38 -0.15
H 0.8508 5.7068 1.3319 -0.10 -0.18 -0.29
H 2.0455 6.3139 0.1885 -0.34 -0.34 -0.16
H 1.7310 4.5241 0.3149 0.15 0.99 0.24
H -1.1716 6.5572 0.5827 0.02 0.11 -1.09
H -1.7341 6.5116 -1.1635 -0.20 0.05 0.09
H -0.4318 7.6015 -0.6976 -0.17 0.00 0.18
H 1.6645 5.0847 -2.4491 -0.20 0.23 0.29
H 1.3098 6.8268 -2.2710 -0.12 -0.35 0.31
H 0.1411 5.7497 -2.9738 -0.49 0.02 -0.51
H 7.0863 -0.2215 1.7973 -0.34 -0.62 0.46
H 6.1507 -1.7459 1.8298 0.02 -0.29 -0.02
H 6.8164 -1.1049 3.3181 0.14 0.01 0.55
H 5.9657 1.9752 2.3380 -0.18 -0.17 0.36
H 5.8770 1.4034 4.0442 -0.30 -0.09 -0.77
H 4.4310 2.0232 3.2255 -0.05 -0.26 -0.09
H 4.0499 -1.7725 3.4585 0.22 0.30 -0.38
H 3.1886 -0.2950 3.6117 -0.04 0.38 0.64
H 4.6625 -0.6964 4.6474 -0.34 0.59 -0.72
N 3.6941 -7.2554 -2.5212 0.74 0.16 0.47
C 3.7668 -5.9252 -2.0866 0.42 -1.37 0.23
N 2.5247 -5.3393 -2.0949 -0.29 0.78 0.30
O 4.8070 -5.3891 -1.6989 -1.34 -0.21 -0.41
H 2.8105 -7.7414 -2.6043 0.07 0.43 0.02
H 4.4516 -7.8856 -2.2505 -0.22 0.73 -0.25
H 1.7736 -5.7472 -2.6328 0.03 0.14 -0.08
H 2.4328 -4.3571 -1.8477 0.23 -0.56 -0.38
F -1.9742 -3.2118 -1.0150 0.28 0.49 1.46
C -1.1830 -3.7667 -0.0935 -1.42 -1.89 -1.18
C -0.0206 -3.1211 0.3370 1.42 0.98 0.06
C 1.0226 -4.0090 0.7373 -0.10 -0.90 -0.70
F 2.3533 -3.7573 0.6385 -1.30 0.85 0.79
C 0.7079 -5.3185 1.0598 2.33 0.02 0.87
F 1.6770 -6.0462 1.6202 -0.59 0.16 -0.47
C -0.5379 -5.9284 0.8626 -0.84 0.88 -0.01
F -0.7438 -7.1670 1.2449 0.03 1.12 -0.57
C -1.4929 -5.0976 0.2440 -0.83 -0.65 0.03
F -2.6836 -5.6313 -0.0204 0.69 0.59 -0.10
O -0.7169 -5.8404 -4.8918 -1.72 1.91 1.18
C -1.5206 -5.0795 -4.2646 1.05 -1.57 0.13
O -1.6443 -4.9556 -3.0098 0.81 -0.30 0.18
C -2.5261 -4.2119 -4.9629 -1.52 1.25 -2.06
C -2.9064 -4.4541 -6.3124 0.01 -0.20 0.46
C -3.8669 -3.6497 -6.9357 0.27 -0.49 0.54
C -4.3695 -2.5088 -6.3576 -0.31 0.87 -0.58
C -3.9441 -2.2151 -5.0862 1.19 -2.67 -0.57
C -3.1685 -3.1075 -4.3468 0.90 -0.77 1.23
N -4.2727 -1.0315 -4.4688 -2.20 3.07 2.36
O -4.5153 -1.0998 -3.2307 0.69 0.83 -1.97
O -4.3744 0.0133 -5.1390 0.33 -1.63 1.13
N -4.3740 -4.0242 -8.2452 -0.32 -0.53 -3.52
O -5.3119 -3.3399 -8.7376 2.20 -1.77 1.43
O -3.7835 -4.9561 -8.8622 -1.68 2.33 1.81
H -2.5266 -5.3182 -6.8661 0.03 0.36 0.33
H -5.0736 -1.8459 -6.8642 0.31 -0.34 0.00
H -3.1011 -2.9303 -3.2339 0.38 -0.22 -1.60
```
Positions in Å, forces in eV/Å.

Summary:
Spin multiplicity: 3
Gap between HOMO and LUMO (alpha / beta) in eV: 2.2 / 2.6
Total charge: +2



Record 2
Entry from the OMol25 dataset: C41H46Cl4N5O8Zr as an isolated structure in a non-equilibrium geometry (ωB97M-V/def2-TZVPD).

XYZ file:
```
105
Properties=species:S:1:pos:R:3:forces:R:3
Zr 0.2761 -1.1247 -1.9737 -0.13 1.84 0.05
O 2.2848 -5.2516 -1.0948 0.00 -0.07 0.05
C 2.6177 -4.7773 0.1306 -0.14 0.22 0.21
C 3.5937 -5.4417 0.8629 0.00 -0.08 -0.11
C 3.9726 -4.9711 2.1095 0.03 -0.03 -0.07
C 3.4106 -3.8121 2.6249 0.05 0.06 0.11
C 2.4354 -3.1465 1.9008 -0.04 -0.14 -0.02
C 1.9930 -3.6445 0.6785 0.13 -0.10 -0.13
C 0.9473 -2.9462 -0.0809 -0.71 0.07 0.50
O 1.1047 -2.8239 -1.4198 0.63 -1.31 0.99
N -0.0628 -2.3809 0.4889 0.15 -0.91 0.43
N -0.8750 -1.7756 -0.4515 -0.37 0.35 1.22
C -1.9553 -0.9433 0.0270 0.53 0.33 -0.17
C -3.2052 -1.2872 -0.7671 -0.20 -0.28 0.19
C -4.4748 -0.9698 -0.2853 0.01 0.06 0.04
C -5.5904 -1.4502 -0.9495 0.04 -0.01 0.02
C -5.4127 -2.2297 -2.0819 0.01 -0.05 -0.01
C -4.1141 -2.4623 -2.5094 -0.04 -0.04 -0.03
N -3.0428 -2.0105 -1.8735 -0.05 0.14 0.13
H 1.7154 -4.5904 -1.5282 0.07 0.03 -0.09
H 4.0531 -6.3210 0.4298 -0.01 -0.02 0.01
H 4.7321 -5.5055 2.6663 0.02 0.02 0.02
H 3.7463 -3.4164 3.5750 -0.02 0.00 0.01
H 2.0183 -2.2142 2.2597 -0.13 -0.02 0.06
H -2.1998 -1.1412 1.0657 0.10 -0.17 0.21
H -4.5860 -0.3700 0.6099 0.05 -0.01 0.04
H -6.5851 -1.2442 -0.5732 0.00 0.03 0.00
H -6.2531 -2.6581 -2.6114 0.00 0.03 -0.03
H -3.9114 -3.0566 -3.3956 -0.05 0.03 -0.03
O -0.7438 -2.5271 -5.5393 -0.06 0.25 -0.13
Cl -0.3453 -2.3027 -4.2018 -0.70 -2.69 -3.21
O 1.0785 -2.2297 -4.0719 0.47 0.13 0.09
O -0.8670 -1.0082 -3.7448 -0.80 1.00 -0.34
O -0.8365 -3.3039 -3.3243 -0.36 -0.17 0.21
C 1.2121 3.6959 2.1918 0.19 0.10 0.77
C 1.8058 2.2895 2.0277 0.03 0.12 0.22
C 3.3195 2.3934 1.7973 -0.15 -0.10 -0.08
C 1.4649 1.4574 3.2524 0.03 -0.09 -0.29
C 2.2074 1.7065 4.3988 -0.04 0.02 0.11
C 1.9550 1.0442 5.5809 -0.02 0.01 0.02
C 0.9329 0.1181 5.6056 0.08 0.07 -0.08
C 0.1752 -0.2060 4.4817 -0.08 0.16 0.02
C -0.9055 -1.2406 4.8211 -0.01 -0.11 -0.26
C -2.0631 -1.3902 3.8492 0.01 0.16 0.13
C -0.3002 -2.6319 5.0463 -0.04 0.16 0.18
C 0.4461 0.4727 3.2584 0.03 0.22 0.69
N -0.1957 0.1215 2.0608 -0.07 -0.50 -0.35
C -0.8215 0.9118 1.3045 -0.37 0.58 0.12
C -1.4427 0.5651 -0.0597 -0.32 -0.71 0.51
N -0.4728 0.7181 -1.1454 -1.17 -0.33 -0.30
C -0.6590 1.7103 -2.1542 0.17 1.27 -0.25
C -1.7925 1.8890 -2.9968 0.15 -0.20 0.12
C -1.7578 2.8032 -4.0452 0.03 0.09 -0.08
C -0.6412 3.5566 -4.3347 -0.06 0.02 0.03
C 0.4292 3.4776 -3.4689 0.07 -0.01 -0.06
C 0.4093 2.6265 -2.3752 -0.10 -0.12 0.30
C 1.4651 2.8644 -1.3139 0.03 0.13 -0.22
C 2.8828 3.0610 -1.8627 -0.16 -0.07 0.00
C 1.0438 4.1291 -0.5490 0.08 -0.05 -0.97
C -3.1000 1.1595 -2.8069 -0.05 0.20 -0.20
C -4.1370 2.0839 -2.1575 0.08 -0.16 0.13
C -3.6752 0.5836 -4.1060 0.09 -0.09 0.19
H 1.5425 4.3524 1.3861 -0.30 -0.33 2.00
H 1.5294 4.1310 3.1413 -0.01 -0.13 0.18
H 0.1215 3.6691 2.1838 0.00 0.07 0.06
H 1.3724 1.8179 1.1462 0.03 0.07 0.21
H 3.7819 3.0980 2.4900 0.04 -0.02 0.04
H 3.5190 2.7491 0.7856 0.00 0.00 0.15
H 3.7966 1.4197 1.9120 0.07 0.01 -0.02
H 2.9851 2.4583 4.3723 0.02 0.01 -0.05
H 2.5277 1.2623 6.4733 0.01 -0.01 0.00
H 0.7007 -0.3828 6.5388 -0.02 -0.02 0.00
H -1.3229 -0.9051 5.7778 0.06 0.01 -0.04
H -1.6926 -1.8788 2.9552 -0.12 0.04 -0.33
H -2.5106 -0.4228 3.6126 -0.01 -0.06 -0.16
H -2.8332 -2.0226 4.2983 0.01 0.00 -0.03
H 0.0006 -3.0664 4.0977 0.15 -0.06 -0.17
H -1.0542 -3.2845 5.4916 0.02 -0.06 0.00
H 0.5631 -2.5980 5.7114 0.02 -0.03 -0.02
H -1.0425 1.9450 1.6189 0.26 0.06 0.02
H -2.2858 1.2598 -0.1681 0.01 -0.06 -0.09
H -2.6376 2.9231 -4.6647 0.00 -0.07 -0.01
H -0.6272 4.2224 -5.1886 0.01 0.01 0.00
H 1.2875 4.1199 -3.6260 0.02 -0.01 0.04
H 1.4514 2.0200 -0.6299 0.04 0.06 -0.24
H 3.0178 4.0794 -2.2337 0.04 0.01 -0.03
H 3.0917 2.3778 -2.6813 0.10 0.02 -0.05
H 3.6209 2.8916 -1.0772 0.01 0.07 -0.18
H 0.9120 4.9563 -1.2484 -0.02 0.00 -0.12
H 1.8037 4.4137 0.1813 0.00 0.05 -1.70
H 0.0956 3.9704 -0.0305 0.09 0.09 -0.05
H -2.8961 0.3293 -2.1539 -0.07 -0.09 0.11
H -4.4327 2.8695 -2.8558 0.01 0.03 0.00
H -3.7383 2.5652 -1.2624 -0.02 0.03 0.01
H -5.0268 1.5166 -1.8756 -0.05 0.02 -0.02
H -3.9265 1.3668 -4.8215 -0.02 0.00 -0.01
H -4.5884 0.0284 -3.8867 -0.03 -0.02 0.00
H -2.9598 -0.0952 -4.5647 -0.03 -0.02 -0.10
Cl 2.3071 -0.4037 -0.2649 0.81 0.15 0.35
C 3.5430 -0.5714 -1.5567 -0.13 -0.19 -0.55
Cl 5.0158 0.2386 -1.0764 0.06 0.19 0.11
Cl 3.8831 -2.2762 -1.8749 0.42 -0.03 0.14
C 2.9519 -0.0287 -2.9417 0.71 0.15 0.40
O 3.7703 0.2113 -3.7947 -0.39 0.08 -0.05
O 1.6791 0.0409 -2.9481 1.32 0.71 -0.38
```
Positions in Å, forces in eV/Å.

Summary:
Energy above the lowest of the compared OMol25 structures with the same formula, charge and spin in kcal/mol: 75.7
Gap between HOMO and LUMO in eV: 7.2
Total charge: -1



Among the records above, which one has the lowest total charge? C41H46Cl4N5O8Zr